<1>
C6H14N2 | wB97M-V/def2-TZVPD

XYZ file:
```
22
C6H14N2 (wB97M-V/def2-TZVPD)
C 0.705 0.014 0.504
C -1.621 -0.415 -0.274
C 0.587 1.483 0.766
C -2.120 -0.764 1.090
C 0.910 -0.522 -0.686
N 3.131 -0.071 0.585
N -2.119 0.743 -0.840
C 1.084 -1.031 -1.868
H 0.707 -0.644 1.364
H -1.528 -1.235 -0.974
H 3.442 -1.027 0.391
H 3.499 0.470 -0.205
H -2.176 1.548 -0.231
H -1.764 0.984 -1.754
H 0.549 2.057 -0.159
H -1.956 0.049 1.804
H 1.467 1.785 1.334
H -0.303 1.702 1.362
H -3.201 -0.965 1.072
H -1.619 -1.654 1.471
H 2.080 -1.159 -2.273
H 0.245 -1.349 -2.480
```

Calculated values
HOMO energy (alpha / beta) ... -0.20373 / -0.29534 Ha
Charge ... 0
Gap between HOMO and LUMO (alpha / beta) ... 0.21571 / 0.33009 hartree


<2>
C6H14N2 | wB97M-V/def2-TZVPD

XYZ file:
```
22
C6H14N2 (wB97M-V/def2-TZVPD)
C -0.474 1.672 0.866
C -1.223 -0.131 -1.349
C -1.654 -0.923 0.886
C 1.797 0.918 -0.725
C 1.447 -1.324 0.405
N -0.897 0.023 0.068
C 0.943 0.090 0.224
N 0.343 0.703 1.298
H -0.798 2.232 -0.020
H -0.816 2.333 1.664
H -2.304 -0.054 -1.489
H -0.902 -1.105 -1.736
H -0.769 0.671 -1.927
H -1.442 -0.744 1.937
H -2.724 -0.751 0.745
H -1.408 -1.962 0.645
H 2.052 0.364 -1.630
H 1.324 1.852 -1.024
H 0.862 -1.877 1.134
H 1.448 -1.886 -0.532
H 2.476 -1.269 0.761
H 2.722 1.168 -0.202
```

Calculated values
HOMO energy (alpha / beta) ... -0.23719 / -0.23716 Ha
Charge ... 0
Gap between HOMO and LUMO (alpha / beta) ... 0.27220 / 0.27217 hartree


Which structure above is the least stable one? <2> is the least stable one.